15
Properties=species:S:1:pos:R:3:forces:R:3 method="wB97M-V/def2-TZVPD" charge=0 e_above_lowest_kcal_mol=62.1 orbital_gap_ha=0.2991 lumo_ev=-0.191 spin_multiplicity=1 mol_weight_g_mol=132.25
C 0.5693 2.0835 0.2107 -0.08 0.64 2.88
C 1.5283 -0.4807 0.0871 -0.47 -1.78 1.36
C 0.3149 -1.0397 0.9054 5.33 -0.14 0.08
C -0.8755 -0.9902 0.4213 -3.42 -1.86 -0.38
C -1.3498 -0.7242 -0.9746 -2.07 0.12 -0.61
H 0.2173 1.5289 1.1723 0.11 1.44 -1.67
H -0.1638 2.0469 -0.5540 -0.82 -0.14 -0.60
H 0.7443 3.2114 0.4473 0.25 -2.21 -0.37
H 0.8169 -1.7640 1.6615 -1.74 1.67 -0.65
H -1.7207 -1.4848 0.9763 1.07 0.44 -0.20
H -0.6117 -0.3591 -1.7824 -1.05 -1.18 1.32
H -2.1131 0.0790 -0.8599 0.33 -0.23 -0.41
H -2.0986 -1.6807 -1.2087 2.47 2.34 -0.07
S 2.0058 1.0899 -0.2452 -0.21 1.84 -0.39
S 2.7365 -1.5160 -0.2570 0.29 -0.95 -0.30

***

10
Properties=species:S:1:pos:R:3:forces:R:3 method="wB97M-V/def2-TZVPD" charge=0 e_above_lowest_kcal_mol=31.6 orbital_gap_ha=0.3584 lumo_ev=0.415 spin_multiplicity=1 mol_weight_g_mol=117.13
C -0.6325 0.6035 0.4261 0.33 0.20 -0.38
C 0.9888 -0.3756 -0.5887 0.32 0.41 -1.03
H -0.5475 2.2389 1.9235 -0.47 -0.06 -0.10
H 2.2050 -1.4879 -1.5383 -0.21 0.01 -0.17
H -1.7641 -1.1404 0.3478 0.40 0.59 -0.29
N 0.6003 0.7694 0.1120 0.11 0.11 0.70
N 2.1128 -0.5717 -1.1142 0.16 -0.07 0.62
N -1.1926 -0.4730 -0.1920 -0.83 -2.01 -0.11
O -0.1102 -1.2157 -0.7870 -0.77 1.00 0.92
S -1.6600 1.6525 1.4109 0.96 -0.18 -0.17

***

132
Properties=species:S:1:pos:R:3:forces:R:3 method="wB97M-V/def2-TZVPD" charge=+1 e_above_lowest_kcal_mol=37.2 orbital_gap_ha=0.3009 lumo_ev=-2.641 spin_multiplicity=1 mol_weight_g_mol=983.33
Ba 2.4024 -4.2655 -1.5717 1.25 0.40 -0.65
C 4.5498 -2.6657 -5.3812 0.09 0.27 0.94
C 3.6459 -3.2362 -4.2973 -0.02 -0.94 -0.28
O 3.5375 -4.4913 -4.1639 0.03 0.13 0.27
O 3.0699 -2.4310 -3.5136 -0.11 0.22 0.24
H 5.3852 -2.2997 -4.7715 0.09 0.35 -0.34
H 4.0506 -1.8174 -5.8451 0.14 0.04 -0.08
H 4.9836 -3.3471 -6.1064 -0.41 -0.28 0.02
C 9.2126 0.1236 -4.1535 0.42 0.16 0.12
C 8.2723 -0.7278 -3.5865 0.24 0.11 0.21
C 8.2398 -2.0498 -3.9579 -0.07 -0.75 -0.56
C 9.0887 -2.5087 -4.9739 -0.54 0.78 0.57
C 9.9586 -1.6334 -5.5891 1.17 -0.10 -0.22
C 10.1224 -0.3337 -5.1012 -1.62 0.04 -0.16
N 8.9383 -3.9025 -5.4386 -0.03 0.77 -0.21
O 9.8725 -4.4216 -5.9990 0.04 -0.09 0.01
O 7.8446 -4.4053 -5.2584 -0.06 -0.39 0.16
H 9.2563 1.1658 -3.8620 -0.06 -0.04 0.10
H 7.5871 -0.3734 -2.8283 0.01 0.10 -0.03
H 7.5168 -2.7360 -3.5362 0.07 0.01 0.00
H 10.5524 -1.9561 -6.4356 0.00 -0.18 0.10
H 10.7418 0.4168 -5.5692 0.38 -0.37 -0.14
C 4.5902 -6.9848 -7.3149 0.45 -0.29 -0.35
C 4.5479 -7.8463 -8.4166 -0.34 1.22 0.34
C 5.6509 -7.9701 -9.2343 -0.06 -0.55 -0.74
C 6.8286 -7.2920 -8.9589 -1.05 0.16 0.62
C 6.8763 -6.4393 -7.8630 0.83 -0.43 0.09
C 5.7682 -6.2888 -7.0516 -0.20 -0.61 0.51
N 8.0162 -7.5116 -9.7792 0.26 0.12 0.10
O 7.9123 -8.2110 -10.7576 -0.32 -0.37 -0.48
O 9.0512 -6.9908 -9.4260 0.19 0.28 0.24
H 3.7476 -6.8813 -6.6438 -0.05 0.01 -0.03
H 3.6089 -8.2733 -8.7420 0.07 -0.37 0.21
H 5.5212 -8.6110 -10.0973 0.47 0.13 -0.06
H 7.8346 -6.0394 -7.5539 -0.11 0.26 -0.18
H 5.8841 -5.7864 -6.1004 -0.11 0.41 -0.19
C 1.8547 -0.6420 -1.0788 0.22 1.02 -0.24
O 2.3721 -1.7360 -0.3448 0.21 -0.29 -0.34
C 2.3415 -1.6402 1.0716 -0.78 -0.76 -0.18
C 3.3859 -2.5668 1.6645 -0.48 0.87 -0.38
O 3.2878 -3.8408 1.0462 0.05 0.06 0.32
C 3.7710 -4.8609 1.8764 -0.39 -1.65 1.41
H 0.9220 -0.2544 -0.6649 -0.11 -0.20 0.08
H 1.7345 -0.8962 -2.1310 -0.11 -0.54 0.14
H 2.5731 0.1855 -1.1063 0.04 0.00 0.33
H 1.3593 -2.0203 1.3836 -0.07 0.29 0.18
H 2.4620 -0.6216 1.4439 0.14 0.05 -0.13
H 3.1197 -2.6235 2.7227 0.44 -0.15 0.13
H 4.3628 -2.1062 1.5031 0.25 -0.41 0.21
H 3.1846 -4.9438 2.8024 -0.06 0.48 0.01
H 4.8116 -4.8487 2.2115 0.18 0.73 -0.51
H 3.6297 -5.8593 1.4582 -0.02 0.34 -0.70
C 6.5088 0.1187 -7.0183 -0.68 -0.49 -0.37
O 6.7103 0.3922 -8.3920 0.84 -0.01 0.48
C 6.3454 1.6952 -8.7907 -0.16 -0.05 -0.03
C 7.0692 2.0272 -10.0908 -0.15 -0.71 -0.34
O 6.6797 3.2633 -10.6216 0.03 0.54 -0.03
C 7.4577 4.3619 -10.1337 -0.53 -1.03 0.07
H 6.7282 0.9610 -6.3608 0.15 0.15 -0.07
H 7.0928 -0.7522 -6.7214 0.36 0.11 -0.17
H 5.4713 -0.1948 -6.8656 -0.19 0.25 0.16
H 6.5827 2.4355 -8.0171 0.06 -0.04 0.08
H 5.2631 1.7061 -8.9482 -0.01 0.30 -0.18
H 6.8141 1.2693 -10.8343 -0.23 -0.02 0.02
H 8.1555 1.9212 -9.9915 0.07 0.32 0.32
H 7.0967 5.2625 -10.6189 0.12 0.01 -0.13
H 8.4998 4.1354 -10.3671 0.15 0.46 0.13
H 7.2969 4.4514 -9.0556 0.29 0.20 0.05
C 0.8442 -0.6451 -5.4244 -0.16 -0.78 -0.73
O 0.3820 0.0986 -6.5386 -0.45 -0.12 0.98
C -0.0535 1.4158 -6.2401 -0.32 0.63 -1.97
C 1.0467 2.3520 -5.8065 0.89 -0.49 0.98
O 2.0164 2.5709 -6.8163 -0.46 -0.12 0.37
C 3.0291 1.5683 -6.8476 -0.21 1.00 -0.56
H 0.2137 -0.5761 -4.5327 0.16 0.62 0.15
H 1.9043 -0.4561 -5.2603 -0.04 0.09 0.57
H 0.7487 -1.6989 -5.7008 0.21 0.01 -0.21
H -0.9943 1.5014 -5.6852 0.32 -0.45 0.73
H -0.3644 1.7596 -7.2350 0.07 0.18 0.07
H 1.5800 1.9284 -4.9385 -0.13 -0.10 0.06
H 0.6817 3.3043 -5.4208 -0.28 0.13 -0.51
H 3.5877 1.5558 -5.9063 -0.02 -0.17 0.06
H 3.6700 1.9351 -7.6454 0.28 -0.37 0.07
H 2.6181 0.5956 -7.1103 0.11 -0.11 0.06
C 2.8127 -4.1258 -8.5290 -0.07 0.53 -0.29
O 3.5994 -4.2408 -9.6918 -0.06 -0.33 0.28
C 3.2240 -5.3254 -10.5225 0.12 0.23 0.00
C 4.3710 -5.5278 -11.4907 -0.91 -0.01 -0.52
O 4.3097 -6.8704 -11.9402 0.68 0.07 0.30
C 5.1657 -7.0767 -13.0468 0.19 0.40 -0.56
H 3.0649 -4.8825 -7.7840 -0.10 -0.14 -0.03
H 1.7472 -4.1529 -8.7845 -0.06 -0.16 0.12
H 3.0171 -3.1399 -8.1095 0.04 -0.04 0.06
H 2.2950 -5.0826 -11.0484 -0.04 0.05 -0.09
H 3.0299 -6.2626 -9.9926 0.23 0.11 0.34
H 5.3143 -5.2458 -11.0182 0.15 -0.32 0.10
H 4.2103 -4.8557 -12.3415 0.22 0.06 -0.07
H 4.6232 -6.8154 -13.9624 0.05 -0.28 -0.09
H 5.5521 -8.0933 -13.0817 -0.41 -0.15 0.10
H 6.0557 -6.4362 -13.0439 -0.08 0.09 0.37
C 4.4176 -7.3599 -0.9275 -0.26 0.05 0.47
O 4.5379 -5.9379 -0.9852 0.80 -1.13 0.29
C 5.7557 -5.5734 -1.6808 -0.58 1.08 0.44
C 6.2178 -4.2581 -1.0823 0.10 0.01 -0.41
O 5.1426 -3.3566 -1.0720 -0.96 0.49 -0.50
C 5.5042 -1.9826 -1.0616 0.89 -0.34 -0.23
H 5.1506 -7.7951 -0.2445 0.24 0.09 -0.14
H 4.5180 -7.8087 -1.9158 -0.06 -0.03 -0.05
H 3.4483 -7.5985 -0.4852 -0.14 0.03 -0.24
H 5.4057 -5.5181 -2.7143 0.80 0.31 -0.27
H 6.6269 -6.2191 -1.5483 -0.52 -0.72 0.01
H 7.0700 -3.9189 -1.6849 -0.13 0.24 -0.04
H 6.5839 -4.3656 -0.0542 0.01 -0.32 -0.01
H 4.6515 -1.3305 -0.9166 -0.26 -0.35 0.18
H 5.9370 -1.7163 -2.0305 0.14 0.03 0.06
H 6.2467 -1.8500 -0.2673 -0.01 0.37 -0.05
C -1.0762 -3.2030 -2.0220 -0.59 -0.30 -0.43
O 0.1439 -3.5802 -2.6323 0.00 -0.14 0.12
C 0.0530 -4.1187 -3.9658 0.18 0.90 0.13
C -0.0974 -5.6202 -3.9722 0.23 0.40 -0.19
O 0.9754 -6.1140 -3.1573 -1.09 -0.23 0.29
C 0.8158 -7.5046 -2.9367 0.26 -0.62 -0.68
H -0.8616 -2.8278 -1.0236 0.05 0.09 -0.04
H -1.7686 -4.0484 -1.9452 0.12 -0.06 0.12
H -1.5933 -2.4456 -2.6189 0.17 0.18 0.11
H 1.0044 -3.8891 -4.4484 0.03 0.16 0.12
H -0.7244 -3.5155 -4.4385 -0.15 -0.60 -0.50
H 0.0598 -6.0023 -4.9843 -0.14 0.11 -0.11
H -1.0968 -5.9324 -3.6548 0.18 -0.25 0.44
H -0.1101 -7.7688 -2.4172 0.14 0.28 0.33
H 1.7083 -7.8701 -2.4301 -0.17 0.04 0.23
H 0.7660 -8.0411 -3.8936 0.11 0.14 -0.01

***

6
Properties=species:S:1:pos:R:3:forces:R:3 method="wB97M-V/def2-TZVPD" charge=-1 e_above_lowest_kcal_mol=12.2 orbital_gap_ha=0.2647 lumo_ev=3.579 spin_multiplicity=1 mol_weight_g_mol=105.16
C 0.5422 -0.0039 0.0873 2.92 0.67 0.17
C -0.8347 -0.0789 -0.3775 -0.05 0.52 -1.35
O -1.4926 -0.3290 -1.3583 0.39 -0.22 -0.59
S 2.0527 1.0300 0.1187 -2.39 -0.61 -0.46
S -1.2485 0.3340 1.1786 -0.17 0.28 1.94
H 0.9809 -0.9523 0.3513 -0.71 -0.64 0.29

***

118
Properties=species:S:1:pos:R:3:forces:R:3 method="wB97M-V/def2-TZVPD" charge=+2 e_above_lowest_kcal_mol=30.7 s2=2.054 orbital_gap_ha="0.2149 / 0.1002" lumo_ev="-5.709 / -8.905" spin_multiplicity=3 mol_weight_g_mol=1192.97
W 1.6092 -0.6982 0.4220 0.76 -0.41 -0.08
O 0.7603 0.1294 2.3413 -0.64 -0.25 -0.92
C 1.3367 1.3463 2.8668 -0.22 0.67 -0.38
C 2.6481 1.5420 2.0511 0.50 -0.03 0.30
O 3.5471 2.2816 2.3506 -0.56 -0.33 -0.27
O 2.6682 0.8544 0.9023 0.12 0.39 0.08
C 1.4931 1.2517 4.3679 -0.10 0.27 0.47
C 2.7223 1.4714 4.9751 -0.11 0.02 -0.53
C 2.8265 1.3743 6.3431 -0.44 0.82 0.94
C 1.7143 1.1132 7.1391 -1.00 -0.41 -1.28
C 0.4510 0.8767 6.5148 1.27 0.20 1.06
C 0.3457 0.9685 5.1394 0.10 0.14 -0.97
C 0.4250 2.5674 2.5134 1.48 -0.53 0.70
C 1.0749 3.7983 2.6010 -0.71 1.44 -0.51
C 0.3387 4.9796 2.3706 -0.55 -0.85 0.51
C -1.0845 4.9245 2.1892 1.85 -0.02 -0.73
C -1.6555 3.6706 2.0244 0.64 -0.39 0.89
C -0.9178 2.4857 2.2503 -0.30 1.21 -0.30
H 0.4407 -0.4893 3.0293 0.16 0.28 0.05
H 3.5983 1.7266 4.3783 -0.37 -0.15 0.32
H 3.7378 1.7118 6.8106 0.29 -0.40 0.12
H 1.7891 1.0849 8.2146 0.03 0.02 0.09
H -0.3694 0.6481 7.1910 -0.15 0.06 -0.48
H -0.6060 0.8525 4.5782 0.48 0.02 0.78
H 2.1476 3.8705 2.8325 -0.70 -0.07 -0.18
H 0.9074 5.9068 2.3972 -0.47 0.03 0.08
H -1.6580 5.8495 2.0688 0.19 -0.46 0.05
H -2.6977 3.5755 1.8309 -0.71 0.02 -0.10
H -1.4159 1.5427 2.2500 -0.28 -0.57 -0.19
C -9.6494 -1.7172 -7.0433 0.63 -0.13 0.15
O -8.9361 -0.4288 -6.8700 -1.02 -1.74 0.53
C -8.0565 -0.4529 -5.9296 0.96 0.33 0.67
C -7.7660 -1.5037 -5.0008 1.76 0.09 0.85
C -6.6427 -1.5344 -4.1686 -1.38 0.93 -0.52
C -5.8615 -0.3367 -4.1765 1.16 -1.58 0.80
C -6.1646 0.6910 -5.0769 1.26 1.70 0.52
C -7.2415 0.6909 -5.8798 0.57 1.22 -0.03
C -4.7115 -0.2807 -3.3051 -1.14 0.01 -1.26
N -4.3542 -1.2394 -2.5031 1.43 -0.98 1.40
C -3.1683 -0.8136 -1.9221 -2.79 -0.12 -1.35
C -2.8391 0.4642 -2.3439 -2.24 -0.60 -1.72
N -3.8443 0.7405 -3.2926 1.99 0.86 1.59
C -1.7438 1.1402 -1.8316 1.44 0.48 0.90
C -1.3859 2.4736 -2.0725 -0.56 2.18 0.00
C -0.2989 3.0461 -1.4500 0.33 -0.92 -0.79
C 0.5180 2.1874 -0.6868 0.44 1.85 0.14
N 0.1832 0.9769 -0.3575 -0.46 -1.27 -0.25
C -0.9269 0.4122 -0.9219 0.34 1.64 0.04
C -1.2233 -0.9109 -0.5530 -0.49 -3.39 -0.05
N -0.3008 -1.6761 0.1839 -0.68 2.16 -0.74
C -0.5495 -2.9198 0.4915 0.17 -1.15 0.05
C -1.7246 -3.5700 0.0100 0.77 1.26 0.90
C -2.6604 -2.8815 -0.7079 0.19 -0.53 0.50
C -2.3866 -1.5547 -1.0580 1.92 0.13 1.55
H -10.3572 -1.4593 -7.8292 0.12 -0.70 0.07
H -10.1155 -2.0787 -6.1082 -0.16 0.77 -0.46
H -8.8629 -2.4857 -7.2493 -0.83 0.66 -0.57
H -8.3565 -2.3382 -4.8415 -1.47 -1.40 -0.46
H -6.4537 -2.3992 -3.4745 -0.13 1.22 -0.89
H -5.4944 1.5877 -5.0950 -0.83 -0.85 -0.03
H -7.4084 1.6125 -6.4392 -0.38 -0.66 -0.30
H -3.9455 1.5475 -3.8429 0.13 1.10 -0.48
H -2.0399 3.1815 -2.6414 0.54 -1.04 0.19
H 0.0798 4.0489 -1.6773 -0.50 -0.39 0.24
H 1.4536 2.6310 -0.3291 -0.21 -0.64 0.16
H 0.2421 -3.4203 1.1342 -1.28 0.48 -1.05
H -1.8665 -4.5417 0.3748 -0.40 -1.32 0.11
H -3.6187 -3.3341 -0.9406 0.21 0.05 -0.32
O 0.3955 -2.3548 3.5917 -0.17 0.43 0.43
S 2.0509 -2.3354 3.4277 1.29 -0.17 -0.38
O 2.5383 -1.0446 3.8671 0.10 -0.24 0.40
N 2.1919 -2.2287 1.7525 -1.28 -0.13 0.61
C 3.0304 -3.2495 1.3117 0.35 -0.38 -0.96
C 3.3346 -4.4845 1.8721 0.22 -1.53 0.52
C 4.1700 -5.3928 1.1964 -0.46 1.87 -1.45
C 4.6381 -5.0862 -0.1043 0.07 0.06 0.30
C 4.3332 -3.8434 -0.6592 -0.19 -0.33 -1.21
C 4.7028 -3.5047 -2.0611 -0.36 0.61 0.64
C 4.2400 -2.3747 -2.5876 0.27 0.39 -0.57
C 3.3232 -1.4531 -1.8936 -0.25 0.24 2.17
N 3.0018 -1.7575 -0.4114 0.70 0.05 -1.74
C 3.5061 -2.9446 0.0403 0.48 -0.77 0.83
C 0.0908 -2.7669 4.9281 0.43 0.17 1.24
C -0.9954 -3.6040 5.1014 -0.34 -0.22 -0.61
C -1.3012 -4.1392 6.3546 -0.58 -0.13 -0.79
C -0.4700 -3.8264 7.4064 -0.43 -0.15 1.47
C 0.5611 -2.9109 7.3063 0.21 0.03 -1.38
C 0.8708 -2.3733 6.0468 -0.31 -0.16 -0.26
H 2.8637 -4.8730 2.7874 0.36 0.58 -0.30
H 4.4023 -6.3279 1.6154 0.10 -1.00 0.58
H 5.2010 -5.8131 -0.7366 -0.42 0.64 0.85
H 5.3632 -4.1302 -2.6395 0.15 -0.21 0.16
H 4.5192 -1.9302 -3.5549 0.05 -0.76 0.31
H 3.7004 -0.4244 -1.8770 -0.05 -0.18 -0.38
H -1.5836 -3.8490 4.2150 0.05 -0.01 0.28
H -2.2071 -4.7829 6.4795 1.10 0.57 -0.09
H -0.6752 -4.2619 8.3826 0.00 0.06 -0.16
H 1.1608 -2.6352 8.1635 -0.05 -0.04 -0.02
H 1.7008 -1.6702 5.9681 -0.33 -0.19 -0.12
O 1.3884 -0.5253 -1.6721 -0.41 -0.09 0.60
O 2.0500 -1.5290 -2.4234 -0.31 0.54 -0.54
C 6.1762 3.1274 -3.5414 0.94 0.42 -0.20
S 5.0162 2.4428 -2.3841 -0.23 0.31 0.31
O 5.0105 0.9840 -2.7082 -0.43 0.36 -0.09
C 3.5390 3.2542 -3.1352 1.00 -0.25 0.95
C 2.6412 2.4634 -3.7891 -1.30 1.39 -0.14
C 1.4804 3.0962 -4.2927 1.26 -1.63 -0.22
C 1.3606 4.4537 -4.1615 -2.26 -0.39 -1.13
C 2.2249 5.2229 -3.4401 0.34 2.18 -0.32
C 3.3336 4.6103 -2.9053 0.32 -0.01 0.65
H 5.8539 2.7346 -4.4997 0.15 0.17 -0.31
H 7.1906 2.7698 -3.3094 -0.47 -0.20 0.07
H 6.2484 4.2254 -3.5214 -0.46 -0.35 -0.02
H 2.8343 1.4325 -3.8115 0.05 -1.37 -0.37
H 0.7669 2.4963 -4.8696 0.15 0.38 0.31
H 0.4686 4.8531 -4.6500 0.35 0.44 0.23
H 2.0629 6.3460 -3.4564 0.34 -1.56 0.50
H 3.9972 5.1430 -2.2365 0.22 0.16 -0.21